(1)
Computed, not measured: C56H48DyF5N7O2PSe2 as an isolated structure, with wB97M-V/def2-TZVPD.

Each line ends with the Löwdin spin population.
Cartesian coordinates (Å):
Dy (13.037, 13.699, 14.181)  5.0638
C (14.155, 13.952, 20.255)  0.0001
C (13.265, 13.211, 19.529)  0.0001
C (13.107, 13.411, 18.156)  -0.0002
C (13.811, 14.483, 17.568)  0.0007
C (14.666, 15.317, 18.352)  0.0001
C (14.865, 15.078, 19.710)  0.0001
N (13.443, 14.809, 16.273)  -0.0072
N (13.639, 16.060, 15.877)  0.0022
C (12.522, 16.511, 15.219)  -0.0026
C (12.350, 17.913, 15.065)  0.0002
C (11.054, 18.335, 14.833)  -0.0007
C (10.093, 17.429, 14.309)  -0.0001
C (10.475, 16.121, 14.201)  -0.0002
N (11.660, 15.574, 14.615)  -0.0108
H (14.312, 13.637, 21.260)  0.0000
H (12.743, 12.456, 20.098)  0.0000
H (12.498, 12.909, 17.433)  0.0000
H (15.197, 16.139, 17.811)  0.0000
H (15.433, 15.788, 20.368)  0.0000
H (13.148, 18.575, 15.391)  0.0000
H (10.869, 19.357, 15.111)  -0.0001
H (9.085, 17.749, 14.019)  0.0000
H (9.811, 15.417, 13.787)  0.0001
C (8.693, 14.238, 20.149)  0.0000
Se (8.826, 14.036, 18.166)  0.0000
C (7.767, 12.375, 17.848)  0.0000
C (8.260, 11.509, 16.688)  0.0000
Se (8.284, 12.499, 14.959)  -0.0001
C (6.542, 11.899, 14.475)  0.0000
H (9.005, 13.264, 20.573)  0.0000
H (7.640, 14.505, 20.369)  0.0000
H (9.386, 15.048, 20.373)  0.0000
H (6.842, 12.854, 17.499)  0.0000
H (7.601, 11.763, 18.758)  0.0000
H (7.655, 10.570, 16.527)  0.0000
H (9.297, 11.256, 16.848)  0.0000
H (5.767, 12.651, 14.615)  0.0000
H (6.311, 10.914, 14.954)  0.0000
H (6.611, 11.697, 13.400)  0.0000
O (14.007, 16.474, 12.576)  -0.0003
H (14.257, 17.076, 11.858)  0.0000
H (13.364, 15.896, 12.125)  0.0001
N (21.799, 10.154, 19.090)  0.0001
C (21.033, 10.800, 18.541)  0.0000
C (20.214, 11.541, 17.638)  0.0001
C (20.407, 12.836, 17.189)  0.0001
C (19.493, 13.428, 16.335)  0.0000
C (18.340, 12.711, 15.934)  0.0001
C (18.220, 11.307, 16.183)  0.0001
C (19.173, 10.757, 17.030)  0.0000
N (17.314, 13.420, 15.223)  0.0002
C (17.332, 14.738, 14.720)  -0.0003
C (16.142, 14.908, 14.146)  -0.0003
N (15.300, 13.736, 14.273)  -0.0145
C (16.063, 12.877, 14.937)  0.0013
H (21.288, 13.368, 17.545)  0.0000
H (19.570, 14.488, 16.066)  0.0000
H (17.514, 10.701, 15.608)  0.0000
H (19.100, 9.709, 17.289)  0.0000
H (18.246, 15.306, 14.611)  -0.0001
H (15.738, 15.828, 13.695)  0.0001
H (15.839, 11.862, 15.201)  0.0002
N (12.227, 14.050, 12.200)  -0.0134
P (12.125, 14.061, 10.676)  0.0004
C (11.165, 12.737, 9.887)  -0.0003
C (10.979, 12.797, 8.449)  0.0000
C (10.469, 11.668, 7.840)  0.0000
C (10.048, 10.547, 8.582)  0.0000
C (10.158, 10.549, 9.961)  0.0000
C (10.706, 11.661, 10.616)  0.0000
C (13.796, 14.071, 9.902)  0.0002
C (14.031, 14.589, 8.644)  0.0000
C (15.304, 14.605, 8.141)  0.0000
C (16.364, 13.988, 8.745)  0.0000
C (16.086, 13.366, 9.977)  0.0000
C (14.848, 13.412, 10.582)  0.0006
C (11.317, 15.583, 10.005)  0.0003
C (11.964, 16.781, 9.728)  0.0000
C (11.243, 17.902, 9.316)  0.0000
C (9.928, 17.827, 9.063)  0.0000
C (9.242, 16.672, 9.337)  0.0000
C (9.910, 15.517, 9.757)  0.0000
H (11.194, 13.709, 7.867)  0.0000
H (10.283, 11.586, 6.775)  0.0000
H (9.708, 9.676, 8.006)  0.0000
H (9.914, 9.657, 10.554)  0.0000
H (10.657, 11.744, 11.707)  0.0000
H (13.228, 15.113, 8.122)  0.0000
H (15.543, 15.118, 7.202)  0.0000
H (17.344, 13.859, 8.247)  0.0000
H (16.927, 12.938, 10.559)  0.0000
H (14.658, 13.113, 11.608)  0.0004
H (13.054, 16.942, 9.937)  0.0000
H (11.822, 18.832, 9.188)  0.0000
H (9.371, 18.676, 8.735)  0.0000
H (8.170, 16.578, 9.215)  0.0000
H (9.359, 14.606, 9.969)  0.0000
F (11.654, 6.631, 16.269)  -0.0001
C (11.852, 7.932, 16.070)  -0.0003
C (12.340, 8.407, 14.911)  0.0001
F (12.183, 7.548, 13.842)  0.0001
C (12.783, 9.738, 14.722)  -0.0003
F (13.185, 11.296, 12.961)  -0.0066
C (12.241, 10.723, 15.663)  0.0000
O (12.276, 12.013, 15.429)  -0.0124
C (11.700, 10.250, 16.902)  -0.0002
F (11.370, 11.052, 17.932)  -0.0001
C (11.609, 8.880, 17.115)  0.0003
F (11.404, 8.452, 18.356)  0.0001
C (13.623, 10.134, 13.599)  -0.0004
C (14.719, 9.473, 13.072)  -0.0001
C (15.248, 8.378, 13.783)  -0.0002
C (16.401, 7.745, 13.292)  0.0000
C (17.014, 8.158, 12.103)  -0.0002
C (16.463, 9.217, 11.379)  0.0000
C (15.388, 9.904, 11.833)  -0.0002
H (14.798, 8.072, 14.712)  0.0000
H (16.725, 6.875, 13.871)  0.0000
H (17.841, 7.604, 11.653)  0.0000
H (17.013, 9.558, 10.512)  0.0000
H (15.091, 10.789, 11.324)  0.0000

Results
Expectation value of S²: 9.3333
Multiplicity: 6
Total charge: -2
HOMO-LUMO gap (spin up / spin down) in eV: 3.28 / 3.29

(2)
Computed, not measured: a 4-piece molecular cluster, C6H20NO3S overall, with wB97M-V/def2-TZVPD.

Each line ends with the natural charge from an NBO analysis.
Cartesian coordinates (Å):
C (-0.930, 0.747, -0.115)  -0.2117
N (-0.606, -0.650, 0.205)  -0.6822
C (-0.662, -0.938, 1.639)  -0.0587
C (0.679, -0.709, 2.368)  -0.5403
S (2.108, -1.183, 1.423)  -0.6814
C (-1.895, -0.451, 2.431)  -0.6438
C (0.183, 1.327, -0.997)  -0.4333
C (-0.120, 2.733, -1.554)  -0.6195
H (-0.960, 1.403, 0.755)  0.1705
H (-1.842, 0.838, -0.719)  0.1532
H (0.314, -0.854, -0.172)  0.3961
H (-0.789, -2.029, 1.555)  0.1842
H (0.588, -1.349, 3.251)  0.1907
H (0.705, 0.359, 2.621)  0.1699
H (-2.452, -1.363, 2.614)  0.2199
H (-1.601, 0.159, 3.282)  0.2070
H (-2.518, 0.304, 1.959)  0.2027
H (1.106, 1.414, -0.414)  0.2124
H (0.485, 0.606, -1.754)  0.2224
H (-0.272, 2.715, -2.629)  0.2026
H (0.682, 3.413, -1.278)  0.2012
H (-1.021, 3.164, -1.114)  0.1940
H (2.418, 1.301, -2.567)  0.4677
H (2.890, -0.326, -2.262)  0.4792
O (2.703, 0.436, -2.814)  -1.0414
H (-2.263, -2.920, -1.338)  0.4841
H (-2.650, -1.529, -0.483)  0.5075
O (-2.731, -2.465, -0.655)  -0.9944
H (2.215, -1.717, -0.744)  0.5130
H (3.466, -1.023, -0.975)  0.4827
O (2.769, -1.413, -1.519)  -0.9547

Results
Total charge: -1
HOMO-LUMO gap in eV: 6.81
ΔE to the lowest compared entry with this formula, charge and spin in eV: 1.811

(3)
Computed, not measured: a 2-piece molecular cluster, C5H12O overall, with wB97M-V/def2-TZVPD.

Each line ends with the natural charge from an NBO analysis.
Cartesian coordinates (Å):
C (1.632, 0.275, -1.393)  -0.6734
C (0.736, -0.129, -0.269)  -0.1998
C (-0.596, -0.122, -0.300)  0.0305
C (-1.443, -0.650, 0.847)  -0.6437
C (-1.394, 0.606, -1.388)  -0.6645
H (1.527, -0.628, -2.099)  0.2200
H (1.307, 0.934, -2.185)  0.2350
H (2.658, 0.308, -1.026)  0.2342
H (1.049, -0.413, 0.720)  0.1741
H (-0.847, -1.418, 1.344)  0.2015
H (-2.304, -1.129, 0.368)  0.2133
H (-1.834, 0.072, 1.571)  0.2174
H (-1.251, 1.683, -1.274)  0.2264
H (-2.413, 0.299, -1.603)  0.2175
H (-0.813, 0.292, -2.272)  0.2113
O (1.661, 0.260, 2.911)  -0.9173
H (1.245, -0.028, 3.737)  0.4628
H (1.080, -0.212, 2.310)  0.4546

Results
SMILES: CC=C(C)C.O
HOMO-LUMO gap in eV: 9.61
ΔE to the lowest compared entry with this formula, charge and spin in eV: 1.773

(4)
Computed, not measured: C37H36N2NdO3S3Sb as an isolated structure, with wB97M-V/def2-TZVPD.

Each line ends with the Löwdin spin population.
Cartesian coordinates (Å):
Nd (-0.187, -1.858, -0.043)  3.0412
C (-0.548, 1.251, 3.907)  -0.0009
C (-0.654, 0.460, 2.620)  -0.0027
S (0.561, -0.774, 2.441)  -0.0105
C (-1.699, 0.752, 1.772)  0.0007
C (-2.696, 1.765, 2.161)  0.0000
S (-1.986, -0.040, 0.262)  -0.0147
H (-1.514, 1.473, 4.352)  -0.0001
H (0.011, 2.163, 3.771)  -0.0001
H (0.023, 0.689, 4.703)  -0.0002
H (-2.207, 2.588, 2.585)  0.0000
H (-3.334, 1.333, 2.948)  0.0001
H (-3.358, 1.979, 1.306)  -0.0002
O (0.426, -3.661, 1.610)  -0.0029
C (-0.455, -4.837, 1.706)  0.0003
C (-1.493, -4.683, 0.610)  0.0003
O (-2.477, -5.424, 0.592)  -0.0013
O (-1.166, -3.850, -0.341)  -0.0046
C (-0.995, -4.707, 3.138)  0.0000
C (-0.468, -5.457, 4.179)  0.0000
C (-0.918, -5.137, 5.469)  0.0000
C (-1.888, -4.133, 5.704)  0.0000
C (-2.426, -3.418, 4.637)  0.0000
C (-2.006, -3.715, 3.350)  0.0001
C (0.362, -6.185, 1.601)  0.0000
C (-0.267, -7.433, 1.523)  0.0000
C (0.515, -8.576, 1.574)  0.0000
C (1.915, -8.461, 1.474)  0.0000
C (2.492, -7.215, 1.534)  0.0000
C (1.716, -6.093, 1.671)  0.0000
H (0.698, -3.170, 2.426)  0.0000
H (0.280, -6.267, 3.977)  0.0000
H (-0.588, -5.701, 6.303)  0.0000
H (-2.184, -3.900, 6.792)  0.0000
H (-3.199, -2.677, 4.789)  0.0000
H (-2.498, -3.219, 2.524)  0.0002
H (-1.360, -7.435, 1.443)  0.0000
H (0.062, -9.565, 1.567)  0.0000
H (2.703, -9.210, 1.356)  0.0000
H (3.537, -7.171, 1.576)  0.0000
H (2.168, -5.118, 1.603)  0.0000
N (2.939, 1.545, -1.744)  -0.0005
C (2.684, 0.531, -0.920)  -0.0004
N (3.046, 0.635, 0.349)  -0.0001
S (1.985, -0.891, -1.648)  -0.0042
H (3.401, 2.369, -1.357)  0.0000
H (2.756, 1.518, -2.705)  0.0000
H (3.337, 1.517, 0.690)  0.0000
H (2.551, -0.009, 1.009)  0.0000
C (-2.498, 6.909, -4.828)  0.0000
C (-1.345, 6.290, -5.231)  0.0000
C (-0.894, 5.046, -4.803)  0.0000
C (-1.606, 4.411, -3.794)  0.0000
C (-2.831, 4.983, -3.388)  0.0000
C (-3.278, 6.220, -3.871)  0.0000
Sb (-1.120, 2.535, -2.866)  0.0000
C (0.829, 2.312, -3.842)  0.0000
C (1.836, 3.244, -3.876)  0.0000
C (3.013, 3.053, -4.639)  0.0000
C (3.082, 1.997, -5.547)  0.0000
C (2.140, 1.054, -5.507)  0.0000
C (1.030, 1.196, -4.662)  0.0000
C (-0.367, 3.497, -1.010)  0.0000
C (0.283, 2.805, 0.025)  0.0001
C (0.767, 3.474, 1.077)  0.0000
C (0.782, 4.867, 1.273)  0.0000
C (0.166, 5.577, 0.190)  0.0000
C (-0.233, 4.862, -0.924)  0.0000
H (-2.815, 7.872, -5.210)  0.0000
H (-0.626, 6.882, -5.914)  0.0000
H (-0.086, 4.505, -5.177)  0.0000
H (-3.306, 4.389, -2.536)  0.0000
H (-4.162, 6.674, -3.433)  0.0000
H (1.745, 4.112, -3.252)  0.0000
H (3.766, 3.852, -4.691)  0.0000
H (3.943, 1.953, -6.180)  0.0000
H (2.260, 0.252, -6.205)  0.0000
H (0.225, 0.454, -4.696)  0.0000
H (0.111, 1.803, 0.064)  0.0003
H (1.161, 2.797, 1.884)  0.0000
H (1.014, 5.475, 2.166)  0.0000
H (0.065, 6.596, 0.307)  0.0000
H (-0.646, 5.472, -1.749)  0.0000

Results
Expectation value of S²: 3.7539
Multiplicity: 4
HOMO-LUMO gap (spin up / spin down) in eV: 7.03 / 7.03

(5)
Computed, not measured: C3H4FeLiO3 as an isolated structure, with wB97M-V/def2-TZVPD.

Each line ends with the natural charge from an NBO analysis.
Cartesian coordinates (Å):
O (0.663, 1.419, -0.461)  -0.5810
C (0.965, 0.792, 0.595)  0.9183
C (-1.668, 0.729, -0.374)  -0.0333
O (1.729, -0.133, 1.013)  -0.7190
O (-0.159, 0.466, 1.186)  -0.4595
C (-1.182, -0.268, 0.487)  0.1276
H (-2.632, 1.129, -0.045)  0.3180
H (-1.737, 0.578, -1.452)  0.2782
H (-1.793, -1.170, 0.379)  0.2726
H (3.616, -0.946, -1.750)  -0.3293
Li (-0.169, -2.285, 1.287)  0.9879
Fe (2.367, -0.311, -0.864)  1.2196

Results
Expectation value of S²: 8.7803
Multiplicity: 6
Total charge: +2
HOMO-LUMO gap (spin up / spin down) in eV: 5.27 / 6.05
ΔE to the lowest compared entry with this formula, charge and spin in eV: 8.949

(6)
Computed, not measured: one molecule with the formula C6H12O, with wB97M-V/def2-TZVPD.

Each line ends with the natural charge from an NBO analysis.
Cartesian coordinates (Å):
C (-0.681, -1.217, -1.482)  -0.7026
C (-0.210, -0.925, -0.095)  0.4607
O (-1.097, -1.280, 0.904)  -0.7142
C (1.093, -0.684, 0.574)  -0.4817
C (0.873, 0.665, 1.351)  -0.3830
C (-0.285, 1.434, 0.639)  -0.4594
C (0.084, 1.239, -0.769)  -0.4748
H (0.087, -1.680, -2.090)  0.2337
H (-0.851, -0.218, -1.913)  0.2503
H (-1.636, -1.754, -1.494)  0.1976
H (-1.829, -1.831, 0.587)  0.4834
H (1.394, -1.490, 1.264)  0.2053
H (1.836, -0.581, -0.218)  0.2265
H (0.617, 0.491, 2.397)  0.2062
H (1.810, 1.230, 1.310)  0.2045
H (-0.401, 2.463, 0.989)  0.1998
H (-1.212, 0.894, 0.840)  0.2071
H (0.840, 1.932, -1.108)  0.1769
H (-0.431, 1.310, -1.686)  0.1636

Results
HOMO-LUMO gap (spin up / spin down) in eV: 8.16 / 7.57
ΔE to the lowest compared entry with this formula, charge and spin in eV: 5.039

Number 1: largest force on an atom 4.41 eV Å⁻¹. Number 2: largest force on an atom 4.71 eV Å⁻¹. Number 3: largest force on an atom 3.23 eV Å⁻¹. Number 4: largest force on an atom 4.80 eV Å⁻¹. Number 5: largest force on an atom 11.95 eV Å⁻¹. Number 6: largest force on an atom 2.25 eV Å⁻¹.